Formula: C12H19N4O2RuS2
Source: the Open Molecules 2025 dataset
Level of theory: ωB97M-V/def2-TZVPD

Structure (XYZ):
```
40
Properties=species:S:1:pos:R:3
Ru 0.179 1.426 -0.164
C 0.242 -1.180 -3.047
C 1.035 -0.474 -1.973
N 0.972 0.909 -1.873
N 0.583 1.544 -3.023
C -0.652 1.930 -3.027
N -1.159 2.505 -4.161
S -1.755 1.636 -1.690
C 1.803 -1.180 -1.143
C 2.731 -2.052 -0.759
C 2.955 -2.839 0.418
C 2.425 -2.786 1.723
C 1.448 -1.989 2.232
N 0.638 -1.220 1.395
H -0.804 -0.872 -3.018
H 0.305 -2.258 -2.912
H 0.645 -0.916 -4.026
H -0.466 2.851 -4.806
H -1.964 3.092 -4.030
H 3.513 -2.189 -1.506
H 3.775 -3.536 0.304
H 2.919 -3.430 2.443
H 1.300 -1.908 3.307
C -2.358 2.926 1.299
O -1.368 1.926 1.515
C -1.753 0.911 2.427
C -0.487 0.273 2.961
O 0.471 0.092 1.912
C -0.586 -1.818 0.889
H -2.607 3.406 2.248
H -3.255 2.494 0.851
H -1.924 3.649 0.615
H -2.403 0.189 1.924
H -2.306 1.355 3.259
H -0.703 -0.669 3.466
H -0.014 0.956 3.667
H -1.315 -2.057 1.672
H -0.309 -2.742 0.384
H -1.035 -1.151 0.151
S 1.286 3.198 0.097
```

spin multiplicity: 6
ΔE to the lowest compared entry with this formula, charge and spin: 12.35 kcal per mole
⟨S²⟩: 8.86
energy: -1729.1392 hartree

Here are the natural (NBO) charges for atoms 1 to 2, given in e: 0.689 -0.651

Formula: C12H19N6NiS2
Source: the Open Molecules 2025 dataset
Level of theory: ωB97M-V/def2-TZVPD

Structure (XYZ):
```
40
Properties=species:S:1:pos:R:3
Ni 1.360 -0.319 0.206
N 2.667 0.742 -3.804
C 2.322 0.207 -2.629
S 2.215 1.277 -1.250
N 2.125 -1.096 -2.624
N 1.749 -1.533 -1.407
C 1.691 -2.785 -1.195
C 1.322 -3.218 0.158
C 1.161 -4.548 0.492
C 0.826 -4.879 1.798
C 0.674 -3.870 2.733
C 0.854 -2.561 2.324
N 1.165 -2.240 1.068
H 2.912 1.712 -3.869
H 2.795 0.136 -4.598
H 1.934 -3.498 -1.976
H 1.296 -5.309 -0.265
H 0.687 -5.915 2.080
H 0.425 -4.086 3.764
H 0.766 -1.735 3.021
C -3.304 0.500 -0.267
C -2.626 1.154 0.924
N -1.213 0.737 1.069
C -0.129 1.527 1.222
S 1.201 0.918 2.148
N -0.064 2.738 0.693
C -0.754 3.277 -0.498
C -1.384 4.632 -0.222
H -4.345 0.820 -0.320
H -3.291 -0.588 -0.174
H -2.812 0.767 -1.204
H -3.132 0.873 1.847
H -2.668 2.233 0.864
H -1.099 -0.146 1.542
H 0.782 3.227 0.944
H -1.486 2.560 -0.840
H -0.002 3.350 -1.282
H -2.161 4.565 0.542
H -1.830 5.029 -1.135
H -0.633 5.345 0.123
```

spin multiplicity: 3
ΔE to the lowest compared entry with this formula, charge and spin: 0.00 kcal per mole
⟨S²⟩: 2.01
energy: -3101.7263 hartree
net charge: +1

Here are the natural (NBO) charges for atoms 1 to 2, given in e: 1.261 -0.760

Formula: C12H19N7NaS2
Source: the Open Molecules 2025 dataset
Level of theory: ωB97M-V/def2-TZVPD

Structure (XYZ):
```
41
Properties=species:S:1:pos:R:3
Na 0.018 0.139 -0.057
C 2.673 -1.124 -2.190
C 2.904 0.205 -1.587
N 2.078 0.778 -0.785
C 2.514 2.000 -0.360
C 3.728 2.364 -0.870
S 4.336 1.142 -1.906
C 1.660 2.733 0.548
C 1.866 3.965 1.104
S 0.549 4.395 2.111
C -0.205 2.881 1.722
N 0.483 2.148 0.916
C -1.519 2.483 2.268
H 1.716 -1.508 -1.839
H 3.469 -1.811 -1.909
H 2.665 -1.051 -3.276
H 4.290 3.259 -0.703
H 2.695 4.630 0.983
H -1.910 3.253 2.925
H -1.417 1.550 2.823
H -2.218 2.313 1.450
C -0.062 -4.215 2.380
N -1.145 -3.905 1.469
C -2.411 -4.476 1.887
C -1.072 -2.748 0.728
N -0.195 -1.833 0.861
N -2.012 -2.700 -0.283
C -2.334 -1.701 -1.170
N -3.358 -2.050 -1.999
N -1.735 -0.577 -1.184
H -0.097 -5.284 2.586
H -0.143 -3.678 3.332
H 0.895 -3.995 1.911
H -2.247 -5.514 2.167
H -3.159 -4.459 1.100
H -2.813 -3.942 2.754
H 0.390 -1.988 1.672
H -2.505 -3.567 -0.429
H -3.721 -2.983 -2.049
H -3.734 -1.379 -2.644
H -2.105 0.021 -1.914
```

spin multiplicity: 1
energy: -1810.5589 hartree
net charge: +1

Here are the natural (NBO) charges for atoms 1 to 2, given in e: 0.883 -0.662

Formula: C12H19NO2
Source: the Open Molecules 2025 dataset
Level of theory: ωB97M-V/def2-TZVPD

Structure (XYZ):
```
34
Properties=species:S:1:pos:R:3
C -2.867 -0.957 -0.555
C -2.770 0.503 -0.569
C 2.837 0.052 -1.253
C 2.687 -1.431 -0.836
C -0.911 0.403 1.976
C 2.025 0.681 -0.095
C 1.319 -1.586 -0.273
C 0.548 -0.158 1.700
C -1.272 1.633 1.105
C -0.257 0.137 -0.639
C 0.814 -0.249 0.267
C -1.368 1.128 -0.417
N -1.872 -1.724 -0.350
O -1.812 -2.935 -0.191
O -1.282 2.183 -1.388
H -3.826 -1.444 -0.720
H -3.183 1.008 -1.442
H -3.376 0.914 0.152
H 3.879 0.441 -1.252
H 2.322 0.183 -2.231
H 2.809 -2.018 -1.715
H 3.369 -1.722 -0.045
H -1.726 -0.315 1.681
H -0.886 0.380 3.127
H 2.687 0.644 0.817
H 1.550 1.716 -0.371
H 0.709 -1.945 -1.110
H 1.453 -2.275 0.510
H 1.311 0.472 2.289
H 0.538 -1.040 2.108
H -2.135 2.271 1.457
H -0.404 2.250 0.960
H -0.113 -0.113 -1.728
H -0.794 2.912 -0.968
```

spin multiplicity: 1
ΔE to the lowest compared entry with this formula, charge and spin: 139.99 kcal per mole
energy: -673.6611 hartree

Here are the natural (NBO) charges for atoms 1 to 2, given in e: -0.055 -0.472

Formula: C12H19NO2
Source: the Open Molecules 2025 dataset
Level of theory: ωB97M-V/def2-TZVPD

Structure (XYZ):
```
34
Properties=species:S:1:pos:R:3
C 0.769 -1.905 2.033
C 1.722 -2.659 3.053
C 0.040 -0.465 3.873
C -1.661 -1.975 0.714
C -1.603 -1.412 2.108
O -2.609 -1.141 2.732
N -0.383 -1.311 2.768
H 1.287 -1.129 1.432
H 0.662 -2.627 1.221
H 1.640 -2.479 4.206
H 2.823 -2.574 3.172
H 0.724 -1.124 4.568
H -1.086 -2.903 0.885
H 1.504 -3.762 3.153
H 0.160 0.608 3.617
H -0.605 -0.173 4.860
H -2.779 -2.059 0.548
H -1.353 -1.525 -0.194
C 0.525 2.696 -4.960
C 0.301 0.936 -1.117
C 0.809 2.213 -1.164
C 0.202 0.112 -2.284
C 0.907 2.849 -2.465
C 0.245 0.750 -3.471
C 0.484 2.139 -3.547
O -0.071 0.340 0.043
H 0.070 0.967 0.796
H 1.040 2.757 -0.278
H 0.044 -0.990 -2.334
H 1.463 3.841 -2.436
H 0.225 0.263 -4.478
H 0.546 2.007 -5.829
H 1.525 3.147 -5.138
H -0.224 3.460 -5.070
```

spin multiplicity: 1
ΔE to the lowest compared entry with this formula, charge and spin: 86.51 kcal per mole
structure (SMILES): CCN(C)C(C)=O.Cc1ccc(O)cc1
energy: -673.7464 hartree

Here are the natural (NBO) charges for atoms 1 to 2, given in e: -0.240 -0.663

Formula: C12H19NO2
Source: the Open Molecules 2025 dataset
Level of theory: ωB97M-V/def2-TZVPD

Structure (XYZ):
```
34
Properties=species:S:1:pos:R:3
C 2.150 -4.163 3.681
C 1.421 -1.344 0.486
C 0.851 -1.136 1.742
C 2.238 -2.459 0.272
C 1.105 -2.030 2.753
C 2.471 -3.373 1.309
C 1.818 -3.230 2.524
O 1.095 -0.587 -0.583
H 0.229 -0.165 -0.609
H 0.225 -0.264 1.873
H 2.591 -2.466 -0.755
H 0.642 -1.888 3.724
H 2.915 -4.325 1.012
H 1.607 -5.067 3.429
H 2.021 -3.625 4.611
H 3.170 -4.551 3.582
C -1.973 1.966 -2.622
C -1.492 0.784 -3.407
C 0.000 3.097 -1.822
C -2.717 2.932 0.343
C -1.449 2.274 -0.158
O -0.658 1.890 0.684
N -0.995 2.108 -1.471
H -2.026 2.815 -3.316
H -2.970 1.872 -2.173
H -1.629 0.866 -4.494
H -1.719 -0.176 -2.933
H 0.495 3.402 -0.898
H -2.967 2.452 1.292
H -0.392 0.747 -3.435
H 0.636 2.808 -2.643
H -0.341 4.136 -2.129
H -2.735 4.015 0.373
H -3.616 2.682 -0.242
```

spin multiplicity: 1
ΔE to the lowest compared entry with this formula, charge and spin: 38.59 kcal per mole
structure (SMILES): CCN(C)C(C)=O.Cc1ccc(O)cc1
energy: -673.8227 hartree

Here are the natural (NBO) charges for atoms 1 to 2, given in e: -0.635 0.306

Number 1 is which compound?
C12H19N4O2RuS2